(1)
Formula: C32H84O16S13
Source: OMol25
Level of theory: wB97M-V/def2-TZVPD

```
145
Properties=species:S:1:pos:R:3:forces:R:3:lowdin_charge:R:1
C 2.6047 4.9342 0.7752 -2.5 2.0 -1.5 -0.1798
S 2.2524 5.6571 -0.9972 1.3 -0.5 1.9 0.8396
O 0.9258 6.2999 -0.8517 -0.7 0.0 0.0 -0.5734
C 2.0428 4.1323 -1.8932 1.3 0.4 -0.3 -0.3056
H 1.8118 4.1750 0.8892 0.4 0.6 0.3 0.0045
H 2.5317 5.8691 1.3899 -0.3 -1.0 -0.4 0.0613
H 3.5392 4.5071 0.9116 1.9 -0.8 -0.1 0.0082
H 1.6548 4.4755 -2.8414 -0.1 -0.1 -0.3 0.0125
H 1.3763 3.4439 -1.4212 -0.3 -0.6 0.5 0.0206
H 3.0676 3.7168 -2.0414 -0.8 0.1 0.2 0.0645
C 3.6293 0.4225 5.2496 -1.0 1.6 1.2 -0.2844
S 4.9206 1.0573 4.2844 1.6 2.2 -0.3 0.8182
O 5.0063 0.2891 3.0134 -0.3 -0.6 -0.1 -0.5683
C 4.2398 2.7073 3.7290 1.5 -1.4 -0.5 -0.2073
H 2.9986 0.0846 4.4768 -1.4 -0.9 -0.4 0.0162
H 3.1258 1.2445 5.8382 0.5 -0.8 -0.7 0.0733
H 3.9823 -0.3254 5.9313 0.2 -0.6 0.1 0.0451
H 3.3889 2.5444 3.0657 -0.1 0.1 0.3 0.0400
H 5.1220 2.9965 3.1272 -0.6 0.2 0.1 0.0457
H 4.1401 3.4027 4.5406 -0.5 0.2 0.4 0.0455
C 4.3130 -3.4417 2.7541 2.6 -0.8 -2.4 -0.2255
S 3.3108 -4.6937 1.8995 -1.6 0.7 1.5 0.8211
O 2.4847 -3.8312 0.9832 0.2 -0.3 -0.1 -0.5582
C 4.4278 -5.6234 0.9424 1.7 1.2 -0.5 -0.2758
H 5.0020 -3.8051 3.5193 0.0 -0.4 -0.3 0.0571
H 3.6537 -2.8005 3.2378 -1.4 1.2 0.5 0.0087
H 4.8930 -2.9015 1.9186 -0.9 -0.6 1.4 0.0905
H 5.1949 -6.0800 1.5769 -0.1 0.1 -0.1 0.0717
H 4.8289 -4.9517 0.1699 0.4 -0.1 0.4 0.0490
H 3.9188 -6.3395 0.3549 -0.9 -0.9 -0.2 0.0342
C -0.7679 0.8258 -5.4151 -0.1 1.5 -1.4 -0.2770
S 0.6431 0.3927 -4.5035 0.6 1.2 1.6 0.7785
O 1.3961 -0.5828 -5.3052 0.8 -0.7 -0.7 -0.5384
C 1.4552 2.0327 -4.6766 -0.4 -0.7 1.1 -0.2164
H -1.4392 1.4838 -4.8601 0.1 0.0 0.0 0.0301
H -1.2402 -0.0942 -5.6116 -0.8 -1.1 -0.3 0.0369
H -0.4718 1.2949 -6.3951 -0.3 -0.4 0.9 0.0902
H 0.8470 2.7829 -4.1331 0.4 -0.4 -0.5 0.0033
H 1.5112 2.2039 -5.7220 0.0 0.4 -1.0 0.0407
H 2.4592 1.9741 -4.2666 0.0 -0.1 0.2 0.0369
C -1.3060 2.6267 -1.9901 -1.8 0.3 1.4 -0.2615
S -1.1221 3.9725 -3.0643 -0.8 0.2 -1.3 0.7985
O -2.1546 3.6787 -4.1453 0.8 0.5 0.5 -0.5540
C -1.8614 5.1597 -1.9778 -1.6 0.7 0.3 -0.2641
H -0.8030 1.7623 -2.3421 0.5 -0.9 -0.1 0.0215
H -2.4222 2.5013 -1.9999 0.9 -0.4 0.0 0.0783
H -1.0353 2.9741 -0.9900 0.4 -0.5 0.0 0.0593
H -2.0185 5.9878 -2.6655 0.0 0.4 0.1 0.0501
H -1.2421 5.5145 -1.1293 -0.2 -0.5 -0.6 0.0465
H -2.9120 4.8206 -1.6807 1.5 0.2 -0.2 0.0823
C -3.1621 -1.0639 5.8442 -0.1 0.7 0.4 -0.2614
S -4.0084 0.0439 4.7173 -1.4 -1.4 -0.9 0.8299
O -3.1351 1.1433 4.2926 1.2 1.2 0.1 -0.5524
C -3.9739 -1.0949 3.2938 0.0 0.9 0.7 -0.2475
H -3.5641 -2.0650 5.7669 -0.3 -0.1 0.1 0.0489
H -3.3277 -0.6333 6.8353 0.2 -0.3 0.0 0.0485
H -2.1181 -1.0706 5.5985 0.7 0.0 -0.1 0.0477
H -4.6751 -0.7190 2.5588 0.3 0.2 -0.4 0.0368
H -4.4061 -2.0137 3.6396 0.2 -0.8 0.0 0.0438
H -2.9166 -1.1049 2.9644 -0.7 -0.3 0.0 0.0573
C 0.4743 -0.3710 0.0447 -0.5 0.4 -0.4 -0.2436
S 1.5456 0.6600 1.0871 -0.4 -0.3 1.4 0.8609
O 1.2537 2.1328 0.8560 -0.3 -1.1 -0.2 -0.5814
C 0.5591 0.2714 2.6586 -0.1 -2.0 -3.1 -0.1897
H 0.8358 -0.2781 -1.0000 -0.5 0.2 0.7 0.0248
H -0.5457 0.0326 0.2431 0.5 -0.3 -0.6 0.0611
H 0.4905 -1.4461 0.3061 0.3 0.6 0.3 0.0484
H -0.4572 0.5023 2.3631 -0.3 0.5 0.4 0.0378
H 0.9493 0.8197 3.4364 0.6 1.3 1.7 -0.0355
H 0.5762 -0.8202 2.8516 0.3 0.5 -0.1 0.0614
C -4.2237 -1.3318 -1.8900 0.9 -1.6 -1.0 -0.2725
S -5.3181 -2.4383 -0.9949 0.9 0.1 -1.1 0.8106
O -5.1548 -2.2054 0.4515 0.0 0.2 1.2 -0.5473
C -6.8415 -1.6744 -1.4939 -0.4 1.5 -1.3 -0.2797
H -4.2033 -0.2670 -1.7159 -0.5 0.2 0.3 0.0405
H -4.5385 -1.5608 -2.9228 0.3 0.5 0.1 0.0496
H -3.2033 -1.7743 -1.8008 -0.7 0.4 0.1 0.0355
H -7.6208 -2.3302 -1.1493 -0.5 0.0 0.1 0.0362
H -6.9465 -1.4429 -2.5946 0.4 -1.0 0.9 0.0693
H -6.9047 -0.6532 -1.1023 -0.1 -0.3 0.7 0.0572
C -5.4162 3.4789 -3.6361 0.2 0.8 -1.8 -0.2559
S -5.1173 1.9841 -4.6616 0.4 0.9 0.3 0.8213
O -4.3702 0.9851 -3.8438 -0.6 0.1 0.0 -0.5694
C -6.9051 1.6182 -4.7057 0.3 -0.6 0.4 -0.2761
H -6.1477 4.0637 -4.2951 1.1 -0.5 1.1 0.0779
H -4.4753 4.0478 -3.4262 -0.8 -0.7 -0.4 0.0301
H -5.8982 3.1323 -2.7485 -0.3 -0.1 0.7 0.0304
H -7.3000 2.2111 -5.5372 -0.1 -0.2 0.2 0.0476
H -7.3882 1.9037 -3.7482 0.2 -0.4 -0.6 0.0541
H -6.9601 0.5311 -4.9110 -0.3 0.6 0.1 0.0532
C 5.1151 0.0358 -2.7419 0.5 -1.5 -1.3 -0.2850
S 4.2958 0.7997 -1.4093 0.0 0.9 1.5 0.8240
O 2.8065 0.5947 -1.4728 0.7 -0.6 -0.5 -0.5932
C 5.0535 -0.2916 -0.1943 -1.2 -0.2 1.3 -0.2504
H 5.1953 -1.0802 -2.6275 -0.7 1.0 -0.4 0.0436
H 6.1509 0.3595 -2.8153 0.1 0.5 0.3 0.0620
H 4.6195 0.3877 -3.6497 0.0 -0.4 -0.1 0.0520
H 4.9777 -1.3370 -0.5051 0.1 0.2 -0.1 0.0353
H 4.5597 -0.1925 0.8009 0.2 0.2 -0.8 0.0229
H 6.0680 0.0364 -0.0311 0.4 0.0 -0.2 0.0591
C 1.2049 -3.7679 -3.0347 0.2 -0.2 0.1 -0.1977
C 1.8632 -3.9369 -4.4065 1.6 0.0 0.2 -0.1644
C 3.3981 -3.8223 -4.1954 0.6 -1.1 -0.5 -0.2301
S 3.7124 -3.9509 -2.4691 -1.0 0.3 0.0 0.6927
O 4.8661 -3.1399 -2.1200 0.1 -0.7 0.3 -0.3544
O 3.5788 -5.3352 -2.0031 0.4 1.2 -0.5 -0.3190
C 2.1848 -3.0906 -2.1069 0.3 -2.1 1.5 -0.2149
H 0.9518 -4.7325 -2.6283 0.0 -0.5 0.1 0.1002
H 0.2930 -3.2291 -3.0612 -0.9 0.7 -0.2 0.1034
H 1.7571 -3.1014 -5.0595 -1.2 0.5 -0.5 0.0775
H 1.6305 -4.8759 -4.9098 -0.2 0.2 0.1 0.1175
H 3.7981 -2.8444 -4.4671 -0.1 -0.1 -0.1 0.1048
H 3.9574 -4.6079 -4.7064 0.1 0.1 -0.1 0.1085
H 2.2686 -2.0515 -2.2021 0.4 1.6 -0.5 0.0776
H 2.0812 -3.3262 -1.0442 -0.5 0.1 0.0 0.0679
C -0.5107 -5.5283 1.6165 0.8 -0.7 -0.5 -0.2264
C -0.7319 -4.0693 1.8773 0.2 1.3 1.1 -0.2527
C -2.1855 -3.7277 1.6056 0.5 -0.8 -2.7 -0.1729
S -2.4555 -4.6556 -0.0160 0.5 0.3 1.7 0.6649
O -2.2685 -3.7652 -1.1270 0.3 0.2 -0.5 -0.3409
O -3.6664 -5.4090 0.0848 -0.4 -0.5 -0.1 -0.3221
C -0.9970 -5.7127 0.1805 0.6 -1.7 -0.5 -0.2152
H -1.0113 -6.1702 2.3288 -0.6 0.0 0.1 0.1152
H 0.5550 -5.8332 1.7136 -0.6 0.5 -0.3 0.1029
H -0.0568 -3.4621 1.2662 -0.1 -0.2 -0.2 0.0874
H -0.4518 -3.7984 2.8886 0.0 0.0 0.4 0.1140
H -2.4862 -2.7192 1.3626 0.3 0.4 0.1 0.0723
H -2.9124 -4.1767 2.2234 -0.6 -0.5 1.1 0.0845
H -0.2177 -5.3234 -0.4773 -0.2 0.2 -0.1 0.0859
H -1.1285 -6.7991 -0.1210 -0.4 1.4 0.4 0.1317
C -1.5803 3.8970 3.1900 -0.5 0.7 1.6 -0.2028
C -2.0767 4.2938 4.6320 -1.1 0.4 -0.6 -0.2016
C -1.1309 3.5522 5.5751 -0.3 0.0 -0.8 -0.2286
S 0.5100 3.6413 4.8468 -0.9 -2.2 -0.3 0.7051
O 1.1217 2.3057 4.9723 -0.2 1.3 -0.2 -0.3769
O 1.1970 4.7585 5.4194 0.6 0.7 -0.1 -0.3191
C -0.0712 3.9755 3.1210 0.0 0.3 1.2 -0.1897
H -2.0471 4.5581 2.4767 -0.1 0.0 -0.5 0.1123
H -1.9296 2.8962 3.1030 -0.2 -0.9 -0.6 0.0736
H -3.1474 3.9563 4.7444 1.2 -0.1 0.0 0.1188
H -2.1950 5.3938 4.7578 0.8 -0.6 0.1 0.1170
H -1.4131 2.5012 5.5563 0.1 -0.1 0.1 0.0822
H -1.0391 3.9129 6.5774 0.0 0.3 0.6 0.0954
H 0.3515 3.3214 2.3696 0.4 -0.1 0.1 0.0530
H 0.2228 5.0051 3.0207 0.4 0.4 -0.5 0.0939
```
Positions in Å, forces in eV/Å.

Maximum force: 3.7 eV Å⁻¹
Calculated total energy: -208154.314 eV
Highest occupied orbital energy: -8.61 eV
HOMO-LUMO gap: 0.3259 hartree
Lowest unoccupied orbital energy: 0.254 eV
Charge: 0

***

(2)
Formula: C32H86N2O10
Source: OMol25
Level of theory: wB97M-V/def2-TZVPD

```
130
Properties=species:S:1:pos:R:3:forces:R:3:lowdin_charge:R:1
C -3.2179 6.1515 -2.0011 0.4 -2.0 -0.5 -0.0701
O -2.2848 5.1210 -1.6322 -0.6 0.0 0.7 -0.2005
C -2.8580 3.8166 -1.6316 0.9 -1.1 0.9 -0.2160
C -3.9469 3.4177 -0.6134 -1.4 -1.1 -1.2 -0.3972
C -4.0993 1.8406 -0.4818 2.0 2.0 -0.2 -0.0325
N -5.2953 3.8177 -1.0811 0.8 0.9 0.5 0.0316
H -3.5189 5.8192 -2.9946 -0.3 0.9 -0.5 0.0907
H -2.6921 7.1061 -1.9810 -0.4 -0.1 0.1 0.0945
H -4.1097 6.0358 -1.3851 0.2 0.9 0.2 0.0588
H -3.1058 3.4394 -2.6238 -0.3 0.4 -0.3 0.1316
H -2.0321 3.1956 -1.2850 0.3 -0.1 -0.3 0.0873
H -3.6188 3.8093 0.3494 -0.3 0.3 0.3 0.1245
H -3.3220 1.6505 0.2582 -0.4 -1.0 0.2 0.0426
H -3.7844 1.3929 -1.4244 -0.3 -0.3 0.0 0.0760
H -5.1115 1.5484 -0.2020 0.3 0.0 0.1 0.0778
H -5.9636 3.4614 -0.4129 -0.3 0.0 0.0 0.0591
H -5.3157 4.8218 -0.9739 -0.7 0.2 -0.2 0.0346
C 5.1196 0.6729 1.2175 -1.5 0.8 -0.1 -0.0751
O 4.7505 0.2513 2.5406 0.7 -0.5 -0.9 -0.1914
C 4.1844 1.2410 3.3782 0.2 -0.4 0.1 -0.1917
C 2.6873 1.4416 3.1504 0.4 0.0 -0.4 -0.4467
C 2.0444 2.2908 4.1871 -1.3 0.9 -0.1 -0.0629
N 1.9527 0.1772 3.0611 0.5 0.1 -0.3 0.0727
H 4.2301 0.8798 0.6225 -0.5 -0.4 -0.1 0.0565
H 5.6826 -0.0530 0.6308 0.2 -0.2 0.8 0.0870
H 5.5580 1.6702 1.1820 0.8 -0.1 0.5 0.0864
H 4.3642 0.8849 4.3926 0.0 0.0 0.2 0.1331
H 4.7492 2.1635 3.2440 -0.2 0.4 0.0 0.1257
H 2.6316 1.9466 2.1860 -0.3 0.2 -0.3 0.1178
H 1.0543 2.5444 3.8081 -0.2 0.1 -0.2 0.0719
H 2.5086 3.2648 4.3417 0.3 -0.2 0.4 0.0893
H 1.7764 1.7419 5.0899 0.8 0.1 0.4 0.0868
H 1.4246 -0.0142 3.9005 0.2 -0.1 0.3 0.0900
H 2.6956 -0.5007 2.9673 -0.3 -0.8 -0.1 0.0606
C -1.7322 -1.8642 -3.2172 0.0 -0.5 1.6 -0.0546
C -3.1672 -2.4315 -2.9687 0.1 0.7 -0.4 -0.4649
C -3.3004 -3.8862 -2.5445 1.6 -0.2 -0.3 -0.0453
O -3.9328 -1.6083 -2.0907 0.1 0.2 -1.3 -0.0670
H -1.1088 -2.4646 -3.8799 -0.4 0.1 -0.6 0.0625
H -1.1408 -1.8909 -2.3020 0.0 0.1 0.5 0.0584
H -1.7831 -0.8120 -3.4970 -0.1 -0.1 -0.3 0.0763
H -3.5629 -2.3117 -3.9772 -0.8 -0.1 0.1 0.1245
H -3.1930 -4.0179 -1.4679 -0.6 0.2 0.1 0.0707
H -2.3949 -4.3817 -2.8947 0.0 -0.4 -0.4 0.0684
H -4.1601 -4.4056 -2.9678 -0.1 0.2 0.3 0.0788
H -3.5612 -1.6734 -1.2080 0.2 0.0 0.6 0.0194
C 1.9346 -3.2860 2.0219 -1.1 0.5 -2.1 -0.0605
C 2.1108 -4.4286 2.9590 1.5 0.0 -0.6 -0.5107
C 3.5095 -4.9986 2.8494 1.5 -1.7 -0.2 -0.0635
O 2.0768 -3.9403 4.2437 -1.0 1.8 2.3 -0.0454
H 0.9120 -2.9386 1.8752 -0.2 0.5 1.2 0.0697
H 1.9974 -3.6050 0.9815 0.9 -0.7 -0.2 0.0759
H 2.6334 -2.4520 2.0869 0.0 -0.2 0.5 0.0770
H 1.2955 -5.1419 2.8380 0.2 -0.4 -0.4 0.1429
H 3.8545 -5.5385 1.9676 -0.9 -0.3 -0.4 0.0767
H 3.6728 -5.6624 3.6984 -0.2 -0.5 0.0 0.0704
H 4.3877 -4.3643 2.9699 -0.7 1.3 0.1 0.0835
H 2.1633 -4.6095 4.9265 0.0 -0.3 -0.3 0.0932
C -0.5352 1.5808 0.8114 1.1 1.2 1.0 -0.0372
C -0.2715 0.1839 0.3934 0.0 -2.5 -1.1 -0.4281
C 1.0946 -0.2928 -0.1218 0.7 1.4 -0.6 -0.0338
O -0.5040 -0.7313 1.5042 -0.8 0.8 -0.6 -0.0900
H -0.6248 2.3536 0.0480 -0.4 -0.5 -0.4 0.0640
H 0.3108 1.9648 1.3815 0.2 -0.1 0.5 0.0646
H -1.3843 1.5488 1.4942 -0.2 0.3 -0.2 0.0732
H -1.0250 -0.0344 -0.3634 -0.2 -0.4 -0.1 0.1212
H 1.8645 0.0071 0.5891 0.0 -0.1 0.2 0.0554
H 1.4093 0.1661 -1.0590 -0.3 0.3 -0.2 0.0458
H 1.2080 -1.3613 -0.3049 -0.6 -0.1 0.3 0.0683
H 0.1860 -0.4185 2.0938 0.5 -0.3 0.9 0.0333
C -5.1634 -2.5484 1.1872 -1.4 -1.3 -1.7 -0.0579
C -3.9803 -1.8385 1.6112 1.2 2.2 2.6 -0.5400
C -3.2701 -2.5260 2.7792 -0.3 -0.2 -0.3 -0.0289
O -3.1153 -1.6566 0.5302 0.2 -0.4 -1.3 -0.0539
H -5.9727 -2.7530 1.8881 0.5 0.1 0.5 0.0934
H -4.7555 -3.4752 0.7838 -0.6 -0.4 -0.2 0.0954
H -5.6523 -1.9925 0.3872 0.1 -0.1 -0.3 0.0915
H -4.2952 -0.8419 1.9206 0.0 0.4 0.3 0.1115
H -2.6530 -3.2862 2.3001 0.0 -0.4 0.4 0.0885
H -4.0385 -2.9711 3.4113 0.2 -0.3 0.1 0.0789
H -2.6300 -1.9242 3.4244 0.0 0.3 -0.3 0.0759
H -2.2135 -1.4701 0.8011 0.3 0.1 0.6 0.0603
C 0.8305 3.0703 -2.9242 -1.0 0.6 -0.6 -0.0679
C 2.1570 3.5266 -2.4642 1.7 -1.5 1.3 -0.4372
C 2.3482 3.0948 -0.9504 0.0 0.9 -0.5 -0.0362
O 3.1801 2.8959 -3.2681 0.4 0.2 1.0 -0.0623
H 0.7765 3.2140 -4.0034 -0.3 0.2 -0.2 0.0874
H 0.1005 3.7204 -2.4419 -0.5 -0.3 -0.1 0.0755
H 0.6111 2.0151 -2.7620 0.2 0.0 0.4 0.0774
H 2.3024 4.6054 -2.5202 -0.3 0.1 -0.1 0.1333
H 3.0770 3.6860 -0.3959 0.6 0.0 -0.4 0.0697
H 2.5800 2.0379 -0.8191 -0.1 0.1 -0.3 0.0496
H 1.4528 3.3447 -0.3813 -0.4 -0.3 -0.3 0.0578
H 2.8773 2.6845 -4.1542 -0.3 0.1 -0.1 0.0515
C -3.6973 2.4935 6.0186 -0.2 -0.2 0.8 -0.0662
C -4.3945 1.7232 4.8522 1.4 0.0 0.1 -0.4049
C -3.6834 1.9177 3.4648 0.2 -0.3 1.2 -0.0412
O -4.2580 0.3422 5.2875 0.1 0.7 0.2 -0.0745
H -2.6555 2.2324 6.2045 0.1 -0.4 -0.7 0.0721
H -4.1473 2.2036 6.9681 -0.4 -0.3 -0.1 0.0682
H -3.7084 3.5786 6.1216 -0.4 0.2 -1.0 0.0715
H -5.4483 1.9987 4.8126 -0.1 0.0 -0.1 0.1236
H -3.8070 1.0267 2.8491 -0.3 0.1 -0.1 0.0454
H -2.6143 1.9835 3.6667 0.1 0.0 0.0 0.0669
H -3.9435 2.8180 2.9081 -0.4 0.0 0.1 0.0712
H -4.5593 -0.3116 4.6524 -0.2 0.3 -0.4 0.0674
C 1.1579 -0.9770 -6.3719 0.0 1.2 1.2 -0.0373
C 1.6969 0.1410 -5.3960 0.4 -0.9 0.8 -0.4145
C 2.1422 -0.4308 -3.9626 0.4 0.2 -1.9 -0.0411
O 2.7095 1.0033 -5.9441 -0.5 -0.3 0.2 -0.0598
H 1.8392 -1.6194 -6.9298 0.4 0.2 0.4 0.0739
H 0.5148 -0.4704 -7.0916 -0.1 -0.2 0.0 0.0741
H 0.5746 -1.5788 -5.6750 -0.3 -0.3 -0.5 0.0534
H 0.8426 0.7978 -5.2321 0.0 0.0 0.0 0.1145
H 2.2222 0.3321 -3.1883 -0.4 0.1 -0.1 0.0412
H 3.1648 -0.7921 -4.0717 0.1 -0.2 -0.1 0.0647
H 1.5499 -1.2964 -3.6659 -0.3 0.3 0.2 0.0630
H 3.2997 0.4707 -6.4822 0.1 0.0 0.0 0.0850
C 3.6935 -2.5198 -1.5768 -0.3 -1.2 -0.1 -0.0615
C 4.6442 -3.4326 -2.3746 1.3 0.3 0.8 -0.4644
C 6.0665 -2.8818 -2.2516 0.0 0.8 -0.1 -0.0714
O 4.7101 -4.7274 -1.7637 -1.2 0.0 0.1 -0.0565
H 3.8963 -2.6403 -0.5126 0.6 0.6 0.1 0.0748
H 2.6522 -2.8411 -1.5982 -0.1 -0.2 -0.6 0.0675
H 3.7340 -1.5034 -1.9684 0.2 0.0 0.4 0.0653
H 4.3776 -3.4320 -3.4315 -0.3 -0.5 -0.1 0.1284
H 6.2801 -2.6951 -1.1992 0.0 0.0 0.1 0.0771
H 6.1639 -1.9371 -2.7866 0.0 0.2 0.0 0.0747
H 6.8593 -3.5282 -2.6280 -0.3 -0.3 -0.1 0.0746
H 5.1951 -5.3612 -2.2972 0.1 0.2 -0.2 0.0850
```
Positions in Å, forces in eV/Å.

Maximum force: 3.6 eV Å⁻¹
Energy above the lowest of the compared OMol25 structures with the same formula, charge and spin: 67.2 kcal/mol
Calculated total energy: -58029.502 eV
SMILES: COC[C@H](C)N.COC[C@H](C)N.CC(C)O.CC(C)O.CC(C)O.CC(C)O.CC(C)O.CC(C)O.CC(C)O.CC(C)O
Highest occupied orbital energy: -9.54 eV
HOMO-LUMO gap: 0.3726 hartree
Lowest unoccupied orbital energy: 0.602 eV
Charge: 0

***

- HOMO-LUMO gap of number 1 (C32H84O16S13)?
  0.3259 hartree